No. 1
{"formula": "C26H29GeO4OsS3SbSe2", "method": "ωB97M-V/def2-TZVPD", "species": ["H", "H", "C", "H", "H", "H", "H", "H", "O", "Se", "C", "H", "C", "H", "H", "H", "C", "H", "C", "S", "H", "Se", "H", "C", "H", "C", "S", "S", "H", "C", "C", "H", "C", "H", "H", "H", "H", "C", "H", "C", "Ge", "H", "O", "C", "C", "C", "C", "C", "C", "O", "H", "H", "H", "H", "C", "C", "H", "H", "C", "Sb", "C", "C", "C", "O", "C", "Os", "C"], "xyz": [[0.2809, -3.5853, 2.6843], [1.4126, -4.3937, 3.7972], [-4.9199, 5.1695, -0.1126], [-1.3139, -1.9517, -2.8177], [-3.5768, 6.8433, -0.0925], [-6.0051, 3.3152, -0.1498], [-3.9795, 1.9187, -0.2472], [1.4918, -6.7170, 3.5305], [-0.5391, -6.3420, 3.3066], [2.6202, -2.7966, 2.3696], [0.2569, -5.2227, 0.7035], [-1.9655, 1.6136, -5.1085], [2.3606, 4.7960, 0.6749], [3.9184, -5.3042, -0.0543], [-0.9782, -0.6119, -0.8091], [-0.5571, -5.4639, 3.7034], [-1.6550, -0.2571, -4.0964], [3.4622, 6.1349, -0.5921], [1.2337, -5.3715, 1.8677], [2.2452, -2.2765, -2.3532], [-0.7681, -5.2190, 1.0769], [0.3878, -3.6557, -0.4510], [-1.8036, -0.8555, -4.9874], [-5.0276, 3.7837, -0.1550], [-1.3120, 2.2242, 2.2338], [-2.5202, 4.9732, -0.1707], [5.7955, -2.8224, -3.3366], [4.4057, -1.6288, -0.0965], [0.2029, 4.0753, -2.4384], [-1.3829, -0.8718, -2.8830], [-2.6094, 3.5816, -0.2110], [-1.5444, 5.4487, -0.1757], [1.2991, 3.9010, 0.7583], [2.9738, 4.9888, 1.5476], [0.2377, 0.5356, 2.9661], [2.0556, 5.6773, -2.5789], [2.6231, -6.8558, 1.1496], [-1.2545, 1.2913, -1.7948], [0.6745, -7.4509, 2.1389], [-1.0547, 1.4738, 1.4838], [-1.0275, 2.4201, -0.2268], [3.3523, -5.5901, 2.1722], [1.2709, -0.7839, 0.3951], [1.2376, -4.1046, 2.7574], [0.2243, 0.7101, 1.8896], [0.5056, 3.6181, -0.3545], [-1.7433, 1.1287, -4.1650], [2.6360, 5.4369, -0.5248], [-3.6656, 5.7634, -0.1227], [3.0089, -5.0851, 0.1808], [-5.8122, 5.7834, -0.0736], [-1.6453, 2.9722, -3.0895], [0.3668, -6.0654, 0.0178], [1.0918, 3.4229, 1.7093], [-1.5489, 1.8929, -3.0227], [2.6344, -5.7802, 1.3697], [1.1358, 1.2365, 1.6127], [-1.8840, 0.7626, 1.4550], [0.7509, -6.5424, 2.7395], [4.4590, -1.1704, -2.5544], [-3.8815, 3.0004, -0.2060], [0.7979, 4.2736, -1.5536], [0.2578, -0.6626, 1.2465], [-0.6267, -1.4592, 1.4905], [1.8486, 5.1777, -1.6399], [2.2734, -2.3447, -0.0426], [-1.1873, -0.1024, -1.7408]], "mulliken_charge": [0.493, 0.545, -0.400, 0.389, 0.377, 0.385, 0.323, 0.446, -0.559, -0.421, -1.379, 0.389, -0.773, 0.281, 0.144, 0.372, -0.507, 0.362, 2.151, -0.417, 0.560, -0.179, 0.378, -0.632, 0.512, -0.194, -0.698, -0.430, 0.157, -0.765, -0.109, 0.325, -0.355, 0.381, 0.436, 0.393, 0.454, 0.120, 0.446, -1.319, 1.883, 0.415, -1.605, -1.730, -0.453, 0.082, -0.805, -0.423, -0.658, -0.349, 0.357, 0.310, 0.466, 0.288, -0.418, -1.380, 0.179, 0.551, -1.256, 0.225, -0.335, 0.126, 0.204, -0.614, -0.751, 2.798, 0.214], "charge": -1, "molar_mass_da": 1044.24, "multiplicity": 2, "e_above_lowest_kcal_mol": 0.0}


No. 2
{"formula": "C2H14O5", "method": "ωB97M-V/def2-TZVPD", "species": ["H", "H", "H", "C", "O", "H", "H", "H", "H", "O", "H", "O", "O", "C", "H", "H", "O", "H", "H", "H", "H"], "xyz": [[4.6099, 2.0051, -1.7371], [6.4983, 0.6038, -1.5213], [-0.1887, -0.9084, 0.4349], [5.5594, 0.2067, -1.1640], [-2.3986, -1.5247, -1.9745], [-0.2340, 1.9900, 1.9199], [3.5400, 0.5224, -1.6447], [-3.3327, -0.0383, -0.3919], [-2.3547, -0.5983, -2.2156], [-0.8231, -1.5341, 0.7744], [-1.4935, -1.0798, 1.2920], [-4.2423, -0.0273, -0.0319], [0.0703, 1.4822, 1.1780], [4.4917, 0.9846, -1.4055], [-1.6390, -1.8354, -1.4965], [0.4791, 1.8702, 0.4040], [-2.7503, -0.2303, 2.7435], [5.4768, -0.7196, -0.6128], [-3.1492, -0.4702, 3.6070], [-4.6188, -0.8185, -0.4215], [-3.5005, 0.1200, 2.2637]], "mulliken_charge": [0.238, 0.216, 0.302, -0.444, -0.659, 0.298, 0.217, 0.315, 0.313, -0.597, 0.329, -0.634, -0.606, -0.482, 0.327, 0.311, -0.664, 0.256, 0.296, 0.334, 0.333], "molar_mass_da": 118.13, "multiplicity": 1, "e_above_lowest_kcal_mol": 46.5, "smiles": "C=C.O.O.O.O.O"}


No. 3
{"formula": "C11H14AuNO3SSe2", "method": "ωB97M-V/def2-TZVPD", "species": ["H", "H", "C", "C", "H", "N", "Se", "H", "C", "H", "C", "H", "C", "C", "H", "H", "H", "H", "O", "Au", "H", "H", "C", "O", "C", "O", "H", "Se", "C", "H", "C", "C", "S"], "xyz": [[0.7222, 3.4999, 1.7851], [-2.6188, -0.3416, 3.8622], [0.2804, 2.2630, 3.5128], [-0.1035, -1.0843, -5.4394], [4.0340, 1.5191, 3.0209], [-1.1038, -2.0909, -0.6102], [2.1644, 1.5152, 1.3730], [-2.2897, 1.0308, 4.9360], [-1.8560, 0.3550, 4.2009], [0.1670, 0.7236, -4.2958], [-0.7096, -0.8457, -3.1374], [2.7732, 0.3776, 3.5765], [-0.1777, -0.3006, -4.2831], [-1.0989, -2.9498, -4.2971], [-1.4591, -3.9726, -4.2952], [0.7476, 1.5192, 4.1554], [0.3049, -0.6482, -6.3415], [3.8728, -0.0692, 2.2446], [-1.1880, -1.9333, 0.5711], [0.2338, -0.1024, 1.1308], [2.0169, 3.4108, 2.9806], [-0.1053, 3.0687, 4.1396], [-0.8858, 0.0663, -1.8423], [0.1922, 0.2626, -1.2071], [3.3302, 0.7446, 2.7194], [-2.0473, 0.3752, -1.6296], [-0.5065, -2.9929, -6.3393], [-1.2924, 1.4099, 2.6811], [-1.1673, -2.1637, -3.1392], [-1.0101, -0.1817, 4.6203], [-0.5645, -2.3967, -5.4395], [1.2303, 2.8388, 2.4873], [-1.8852, -2.9067, -1.7006]], "mulliken_charge": [0.428, 0.357, -0.685, -0.536, 0.377, 0.646, 0.329, 0.371, -0.909, 0.460, 0.490, 0.336, -0.508, -0.516, 0.402, 0.328, 0.419, 0.366, -0.470, 0.672, 0.459, 0.479, 0.321, -0.794, -0.943, -0.559, 0.416, 0.221, 0.890, 0.339, -0.659, -0.750, 0.221], "charge": 2, "molar_mass_da": 595.19, "multiplicity": 3, "e_above_lowest_kcal_mol": 44.4}


No. 4
{"formula": "C4H3NO2", "method": "ωB97M-V/def2-TZVPD", "species": ["C", "N", "C", "C", "H", "O", "H", "C", "O", "H"], "xyz": [[0.1083, 0.2706, -0.4555], [-0.9084, 1.0503, 0.1600], [-0.7088, -1.0818, -0.1291], [-1.9735, 1.1460, 0.6661], [0.2321, 0.5916, -1.5060], [1.5294, 0.2224, 1.4579], [2.3357, 0.1609, -0.4006], [1.4467, 0.2453, 0.2614], [-0.5634, -1.7008, 0.8804], [-1.5150, -1.2406, -0.8623]], "mulliken_charge": [0.140, -0.143, -0.082, -0.062, 0.337, -0.399, 0.316, -0.117, -0.398, 0.409], "molar_mass_da": 97.07, "multiplicity": 1, "e_above_lowest_kcal_mol": 73.5}